{"formula": "C21H63BNO27P3S7", "method": "the ωB97M-V functional and the def2-TZVPD basis", "elements": ["S", "S", "S", "S", "S", "S", "S", "P", "P", "P", "O", "O", "O", "O", "O", "O", "O", "O", "O", "O", "O", "O", "O", "O", "O", "O", "O", "O", "O", "O", "O", "O", "O", "O", "O", "O", "O", "N", "C", "C", "C", "C", "C", "C", "C", "C", "C", "C", "C", "C", "C", "C", "C", "C", "C", "C", "C", "C", "C", "B", "H", "H", "H", "H", "H", "H", "H", "H", "H", "H", "H", "H", "H", "H", "H", "H", "H", "H", "H", "H", "H", "H", "H", "H", "H", "H", "H", "H", "H", "H", "H", "H", "H", "H", "H", "H", "H", "H", "H", "H", "H", "H", "H", "H", "H", "H", "H", "H", "H", "H", "H", "H", "H", "H", "H", "H", "H", "H", "H", "H", "H", "H", "H"], "positions_angstrom": [[-7.170, -1.437, -1.492], [-10.877, 3.293, -4.303], [-1.773, -1.359, 4.225], [3.893, 3.447, 1.645], [1.364, -7.223, -5.152], [7.538, -1.215, 1.260], [2.979, 9.374, -0.549], [0.293, -3.331, -1.703], [-0.567, -0.534, -0.075], [1.587, -2.561, 1.337], [-1.312, -2.259, 5.504], [-6.318, -0.447, -0.869], [1.905, -8.708, -4.750], [-0.950, -2.774, -2.828], [2.655, 4.191, 1.767], [-9.790, 2.910, -3.150], [2.346, 9.635, 0.931], [4.754, 3.624, 3.018], [8.480, -1.976, 0.468], [3.916, 2.054, 1.257], [-2.599, -0.268, 4.696], [-7.467, -1.411, -2.910], [-2.088, -0.832, 0.718], [1.054, -3.819, 2.166], [-12.013, 2.402, -4.193], [-0.130, -4.796, -1.264], [0.314, 0.697, 0.785], [1.947, 8.843, -1.416], [8.351, -0.439, 2.441], [6.347, -1.816, 1.826], [4.264, 8.726, -0.399], [-0.627, -1.140, 3.367], [-10.178, 3.496, -5.553], [1.067, -7.198, -6.569], [1.807, -3.326, -2.603], [-6.629, -2.922, -1.091], [2.216, -6.233, -4.528], [-0.871, 0.032, -1.560], [-5.508, -3.449, -1.786], [9.914, -2.080, 3.317], [4.146, 3.271, 4.253], [-9.301, 1.577, -3.091], [7.060, 0.221, 0.331], [4.082, 1.765, 4.431], [-0.671, -0.651, 7.210], [3.260, 11.074, -0.979], [4.988, 4.343, 0.573], [-0.238, -1.795, 6.311], [4.320, -8.588, -4.988], [-0.166, -7.287, -4.254], [8.733, -1.169, 3.598], [1.720, 8.552, 1.603], [-11.340, 4.882, -3.659], [-8.700, -1.501, -0.594], [2.740, 7.576, 2.159], [-4.214, -2.802, -1.329], [3.026, -9.235, -5.446], [-8.298, 1.303, -4.196], [-2.827, -2.569, 3.465], [0.431, -2.166, -0.181], [-4.182, -1.744, -1.605], [3.484, 8.099, 2.768], [-0.502, 0.988, -1.730], [-8.485, -1.719, 0.454], [3.886, 11.533, -0.212], [6.556, -0.119, -0.576], [9.020, -0.436, 4.360], [10.735, -1.518, 2.862], [2.298, 11.584, -1.057], [-11.834, 4.745, -2.696], [2.904, -2.875, 0.771], [-10.128, 0.860, -3.120], [-2.376, 0.084, 1.053], [3.406, 1.310, 3.701], [-2.220, -3.415, 3.140], [0.617, -1.509, 5.690], [0.083, -2.638, 6.934], [-7.508, 2.060, -4.197], [5.068, 1.316, 4.283], [-0.923, 0.238, 6.625], [1.007, 8.046, 0.943], [0.129, -0.380, 7.905], [4.766, 3.699, 5.050], [2.254, 6.811, 2.770], [-1.563, -0.925, 7.782], [-5.469, -4.522, -1.566], [3.153, 3.723, 4.340], [5.009, 5.390, 0.881], [9.641, -2.877, 2.619], [1.145, 8.978, 2.433], [3.281, 7.068, 1.354], [-0.646, -6.311, -4.340], [-3.308, -2.100, 2.604], [2.893, -9.133, -6.528], [0.299, 1.527, 0.237], [-8.776, 1.332, -5.180], [-5.641, -3.347, -2.869], [-7.845, 0.315, -4.073], [5.983, 3.898, 0.632], [-8.806, 1.459, -2.121], [-10.443, 5.496, -3.555], [-3.351, -3.294, -1.786], [4.352, -7.530, -5.264], [3.775, 11.096, -1.941], [-3.582, -2.883, 4.188], [3.718, 1.508, 5.430], [4.415, -8.641, -3.899], [1.670, -3.954, -3.384], [10.270, -2.549, 4.238], [-4.120, -2.855, -0.240], [-0.449, -2.162, -3.467], [7.884, -1.734, 3.997], [6.378, 0.823, 0.935], [-9.336, -2.273, -1.032], [-0.802, -8.059, -4.691], [-9.181, -0.525, -0.681], [5.183, -9.080, -5.446], [7.956, 0.787, 0.070], [4.603, 4.260, -0.445], [3.065, -10.308, -5.225], [0.049, -7.505, -3.206], [1.698, -1.429, 2.253], [-12.027, 5.344, -4.371]], "charge": 0, "spin_multiplicity": 1, "gap_ev": 6.91, "e_lumo_ev": -2.6, "fmax_ev_per_a": 6.04, "total_energy_ha": -6760.31677, "smiles": "N=P(O)(O)B([PH2]=O)P(=O)(O)O.CCOS(C)(=O)=O.CCOS(C)(=O)=O.CCOS(C)(=O)=O.CCOS(C)(=O)=O.CCOS(C)(=O)=O.CCOS(C)(=O)=O.CCOS(C)(=O)=O"}

{"formula": "C21H63ClO32P7", "method": "the ωB97M-V functional and the def2-TZVPD basis", "elements": ["Cl", "P", "P", "P", "P", "P", "P", "P", "O", "O", "O", "O", "O", "O", "O", "O", "O", "O", "O", "O", "O", "O", "O", "O", "O", "O", "O", "O", "O", "O", "O", "O", "O", "O", "O", "O", "O", "O", "O", "O", "C", "C", "C", "C", "C", "C", "C", "C", "C", "C", "C", "C", "C", "C", "C", "C", "C", "C", "C", "C", "C", "H", "H", "H", "H", "H", "H", "H", "H", "H", "H", "H", "H", "H", "H", "H", "H", "H", "H", "H", "H", "H", "H", "H", "H", "H", "H", "H", "H", "H", "H", "H", "H", "H", "H", "H", "H", "H", "H", "H", "H", "H", "H", "H", "H", "H", "H", "H", "H", "H", "H", "H", "H", "H", "H", "H", "H", "H", "H", "H", "H", "H", "H", "H"], "positions_angstrom": [[-0.896, 0.139, -0.125], [1.487, -5.095, -3.225], [-2.856, 0.784, 3.775], [2.047, 1.388, -5.970], [-2.475, -3.727, 2.769], [3.755, -1.990, 3.385], [-5.577, 1.744, 0.527], [2.257, 5.511, -1.427], [-6.875, 1.860, -0.420], [-1.358, -3.383, 3.873], [0.492, 1.593, -6.254], [-2.916, 2.375, 3.686], [-5.192, 0.355, 0.619], [-1.379, 0.346, 3.466], [2.778, -0.782, 3.230], [1.810, 6.693, -0.447], [-4.530, 2.707, -0.173], [1.980, 0.866, -4.481], [0.303, -5.504, -2.482], [-0.107, -1.075, -0.060], [-3.879, 0.128, 2.994], [-1.010, 0.586, -1.502], [-3.393, -4.715, 3.595], [-2.188, -0.118, 0.426], [-0.227, 1.210, 0.614], [-1.750, -4.723, 1.751], [2.947, 2.484, -6.263], [1.674, -5.812, -4.636], [3.531, -2.774, 4.590], [-3.101, -2.574, 2.163], [3.598, -2.783, 2.032], [-3.125, 0.602, 5.340], [2.371, 0.065, -6.772], [5.206, -1.339, 3.279], [0.891, 4.898, -1.929], [-5.966, 2.366, 1.934], [2.779, 4.427, -0.410], [3.207, 5.959, -2.431], [1.541, -3.579, -3.646], [2.862, -5.257, -2.461], [4.016, 4.578, 0.247], [1.721, 8.033, -0.961], [6.125, -1.413, 4.354], [3.927, -4.167, 1.937], [0.024, 1.754, -7.593], [-6.375, 3.719, 2.046], [1.958, 1.853, -3.423], [2.928, 0.134, 2.129], [3.138, -6.494, -1.789], [1.938, -1.219, -6.310], [-1.105, -4.167, 0.558], [-0.010, 4.552, -0.847], [-2.676, 3.071, 2.469], [-2.764, -5.683, 4.435], [-0.022, -3.084, 3.559], [-2.788, 1.515, 6.358], [-0.256, 0.636, 4.307], [0.384, -2.735, -3.415], [-3.984, 2.287, -1.426], [2.861, -5.609, -5.355], [-7.430, 3.071, -0.933], [0.504, 3.945, -0.114], [3.070, -4.618, 1.433], [-1.631, -3.290, 0.192], [-3.511, 3.697, 2.165], [-1.162, -5.011, -0.124], [2.630, 8.213, -1.543], [0.338, -0.252, 4.491], [0.447, -3.655, 2.751], [0.253, 1.382, 3.689], [-0.888, 4.012, -1.202], [-3.356, -6.589, 4.541], [-2.426, 2.402, 1.641], [7.128, -1.441, 3.936], [-4.479, 2.694, -2.308], [0.752, 1.490, -8.361], [-0.453, 1.164, 5.243], [2.339, -0.188, 1.276], [-6.217, 4.278, 1.117], [0.988, -1.041, -5.813], [-5.677, 4.277, 2.683], [5.997, -0.579, 5.047], [-7.820, 2.857, -1.926], [-0.918, 1.222, -7.677], [-8.248, 3.412, -0.298], [-0.136, 2.825, -7.753], [2.685, -5.653, -6.437], [-0.559, -3.267, -3.379], [-0.502, 5.457, -0.486], [0.576, -2.163, -2.506], [0.630, -3.282, 4.408], [-2.947, 2.622, -1.446], [-1.769, -5.922, 4.061], [4.822, -4.329, 1.339], [2.656, -1.641, -5.607], [4.354, 3.578, 0.520], [3.417, -6.279, -0.763], [3.998, -4.645, 2.915], [-3.926, 1.199, -1.469], [1.690, 8.666, -0.084], [0.131, -2.078, 3.151], [-0.073, -3.953, 0.809], [0.921, 8.155, -1.692], [-6.626, 3.807, -0.979], [2.489, 1.088, 2.417], [3.894, -7.017, -2.373], [3.356, -4.639, -5.273], [-2.642, -5.253, 5.432], [-1.775, 3.668, 2.639], [3.980, 0.321, 1.914], [2.024, 2.899, -3.723], [2.878, 1.641, -2.875], [-2.203, 1.045, 7.151], [-3.712, 1.899, 6.796], [4.802, 5.052, -0.344], [2.251, -7.132, -1.787], [-7.384, 3.822, 2.434], [-2.222, 2.372, 5.988], [6.000, -2.300, 4.979], [1.845, -1.903, -7.149], [3.578, -6.415, -5.185], [3.967, 5.141, 1.184], [0.437, -1.977, -4.189], [1.110, 1.715, -2.756]], "charge": -1, "spin_multiplicity": 1, "gap_ev": 8.53, "e_lumo_ev": 2.1, "fmax_ev_per_a": 1.97, "de_lowest_kcal_mol": 2.7, "total_energy_ha": -6095.70128}

{"formula": "C21H63N2O19S6", "method": "the ωB97M-V functional and the def2-TZVPD basis", "elements": ["S", "S", "S", "S", "S", "S", "O", "O", "O", "O", "O", "O", "O", "O", "O", "O", "O", "O", "O", "O", "O", "O", "O", "O", "O", "N", "N", "C", "C", "C", "C", "C", "C", "C", "C", "C", "C", "C", "C", "C", "C", "C", "C", "C", "C", "C", "C", "C", "H", "H", "H", "H", "H", "H", "H", "H", "H", "H", "H", "H", "H", "H", "H", "H", "H", "H", "H", "H", "H", "H", "H", "H", "H", "H", "H", "H", "H", "H", "H", "H", "H", "H", "H", "H", "H", "H", "H", "H", "H", "H", "H", "H", "H", "H", "H", "H", "H", "H", "H", "H", "H", "H", "H", "H", "H", "H", "H", "H", "H", "H", "H"], "positions_angstrom": [[0.012, 4.457, 0.058], [-4.992, -1.680, 1.002], [5.510, 0.047, 2.520], [0.958, 0.313, 4.394], [0.393, -0.354, -5.934], [2.998, -3.875, -1.676], [0.130, -1.081, 4.649], [1.599, 0.608, -5.234], [-4.316, -2.895, 0.644], [-0.074, 0.411, -7.103], [0.588, 3.417, -0.765], [1.470, 0.290, 2.988], [3.620, -3.353, -3.122], [-6.584, -2.109, 1.114], [-1.618, 4.420, -0.192], [0.095, 1.350, 4.861], [6.769, -0.731, 2.817], [2.957, -2.868, -0.607], [-4.781, -0.848, 2.164], [4.133, -0.355, 2.986], [0.439, 5.839, 0.030], [0.938, -1.683, -6.017], [-0.299, -1.835, 0.175], [3.521, -5.202, -1.374], [5.376, 0.112, 0.826], [-2.087, -3.916, 0.008], [1.777, -2.116, 1.775], [-0.933, -1.269, 3.808], [4.214, 0.654, 0.214], [-2.348, 5.618, -0.144], [-3.808, 5.276, -0.083], [0.150, 0.140, -1.176], [5.786, 1.871, 2.718], [-0.807, -0.263, -4.629], [-0.901, -0.665, -0.425], [-7.497, -1.420, 2.017], [2.558, 2.541, -4.382], [0.051, 3.771, 1.758], [4.723, 1.438, -1.008], [-1.510, 0.335, 0.521], [2.286, -0.122, 5.551], [-2.002, -1.655, 4.829], [1.490, 1.984, -5.319], [-8.916, -2.005, 1.901], [-5.079, -0.571, -0.404], [1.210, -4.174, -2.229], [3.202, -2.043, -3.616], [3.913, -0.974, -2.868], [0.980, 3.231, 1.943], [-1.232, -0.360, 3.285], [-0.366, 0.824, -1.850], [1.759, 2.190, -6.355], [-2.087, 6.255, -0.989], [4.940, 2.425, 2.312], [1.987, -0.068, 6.597], [3.582, -0.199, -0.031], [0.913, -2.084, 1.253], [0.712, -3.219, -2.394], [-0.607, -2.114, 3.203], [0.887, -0.366, -1.800], [-1.662, -1.058, -1.099], [-5.155, -1.188, -1.299], [-4.056, 4.945, 0.925], [5.197, 0.746, -1.704], [-7.415, -0.333, 2.040], [-2.035, 6.309, 0.640], [-2.489, -2.557, 4.460], [0.639, -4.803, -1.547], [-0.975, 0.772, -4.332], [3.477, -1.961, -4.668], [2.435, -2.299, 1.032], [-5.910, 0.133, -0.358], [3.126, 0.530, 5.314], [1.191, -4.717, -3.173], [-1.732, -0.796, -4.848], [-0.813, 3.183, 2.068], [0.509, 2.433, -5.162], [-1.443, -3.173, 0.240], [-9.618, -1.547, 1.204], [4.802, -1.408, -2.409], [3.966, 2.079, -1.459], [2.140, -1.797, -3.617], [-4.277, 4.637, -0.832], [-1.838, -4.713, 0.574], [0.827, 0.754, -0.582], [3.508, 2.112, -4.699], [4.286, -0.108, -3.415], [-4.340, 6.227, -0.124], [-4.236, 0.119, -0.416], [1.764, -2.902, 2.410], [5.976, 2.103, 3.766], [-0.395, -0.821, -3.788], [2.228, 2.258, -3.383], [-2.983, -3.504, 0.228], [-1.973, 1.101, -0.101], [-7.104, -1.680, 3.000], [5.589, 1.996, -0.650], [-1.652, -1.981, 5.808], [-0.751, 0.940, 1.017], [-2.244, 0.005, 1.256], [6.678, 2.014, 2.107], [2.496, 3.622, -4.503], [-8.871, -3.071, 1.680], [2.751, -1.047, 5.210], [-9.472, -2.135, 2.830], [-1.991, -4.111, -0.979], [1.754, -1.186, 2.168], [3.234, -0.592, -2.106], [-2.710, -0.831, 4.912], [0.184, 4.723, 2.271], [3.601, 1.235, 0.902]], "charge": 1, "spin_multiplicity": 1, "gap_ev": 8.36, "e_lumo_ev": -2.5, "fmax_ev_per_a": 5.27, "de_lowest_kcal_mol": 0.0, "total_energy_ha": -4765.66541}

{"formula": "C21H64FInN4O9", "method": "the ωB97M-V functional and the def2-TZVPD basis", "elements": ["In", "F", "O", "O", "O", "O", "O", "O", "O", "O", "O", "N", "N", "N", "N", "C", "C", "C", "C", "C", "C", "C", "C", "C", "C", "C", "C", "C", "C", "C", "C", "C", "C", "C", "C", "C", "H", "H", "H", "H", "H", "H", "H", "H", "H", "H", "H", "H", "H", "H", "H", "H", "H", "H", "H", "H", "H", "H", "H", "H", "H", "H", "H", "H", "H", "H", "H", "H", "H", "H", "H", "H", "H", "H", "H", "H", "H", "H", "H", "H", "H", "H", "H", "H", "H", "H", "H", "H", "H", "H", "H", "H", "H", "H", "H", "H", "H", "H", "H", "H"], "positions_angstrom": [[-1.730, -2.892, 0.551], [-0.338, -0.343, -0.162], [-2.132, 5.923, -1.181], [3.765, -2.242, -2.125], [2.325, -0.021, -1.184], [0.085, 2.448, 0.816], [-0.184, -3.641, -1.899], [-2.254, -1.012, 2.733], [5.724, 2.145, 0.784], [0.048, -2.683, 2.929], [0.270, 0.716, 4.439], [-3.805, 3.817, -2.805], [1.417, -3.021, 0.471], [-3.182, -0.148, 0.132], [-1.961, -1.428, -2.450], [-1.736, 5.074, -2.327], [0.191, -3.700, 3.976], [-1.166, -2.055, -3.510], [-0.834, -0.963, -4.507], [-0.280, 0.565, 5.675], [-2.453, 3.735, -2.430], [-1.375, 5.703, -0.050], [2.114, -2.868, 1.707], [2.333, 0.923, -2.233], [0.173, -2.671, -2.818], [1.318, 3.051, 0.460], [5.014, 0.926, 0.773], [3.429, -2.227, 1.206], [5.141, -1.889, -1.953], [-4.910, 0.382, 1.824], [-0.218, -5.009, -2.496], [-2.385, 0.398, 2.389], [-1.726, 2.836, -3.479], [-3.493, 0.647, 1.295], [1.314, -2.007, 2.642], [-2.882, -1.505, 3.876], [-5.206, 0.951, 2.705], [1.369, 1.286, -2.587], [-2.250, -2.290, 4.292], [3.235, -1.450, -2.002], [-2.112, 1.818, -3.525], [-1.425, 0.679, 1.956], [-0.578, -5.769, -1.802], [-4.156, 2.889, -2.617], [-0.653, 2.784, -3.297], [2.923, 1.763, -1.866], [0.515, -4.602, 3.457], [-0.757, -0.391, 5.892], [-1.410, -0.666, -2.081], [-2.331, 3.227, -1.474], [3.855, -2.766, 0.359], [1.432, -0.023, -0.831], [2.325, -3.821, 2.191], [1.165, 3.484, -0.529], [5.272, -1.350, -1.015], [5.354, -1.201, -2.771], [-1.905, 6.111, 0.811], [4.163, -2.402, 1.992], [0.888, -3.074, -3.535], [-2.994, -0.722, 4.626], [-5.567, 0.632, 0.992], [0.623, -1.812, -2.319], [1.896, -3.788, 0.019], [-1.927, 3.151, -4.503], [-3.833, -2.009, 3.704], [-1.737, -2.847, -3.994], [1.469, 3.855, 1.181], [-1.866, 5.693, -3.215], [0.477, 0.709, 6.447], [-0.402, -1.394, -5.410], [4.224, 0.980, 1.523], [-4.278, 4.395, -2.124], [0.804, -5.259, -2.781], [-0.055, 1.520, 4.028], [-0.134, -0.208, -4.147], [4.469, 0.877, -0.170], [5.863, -2.704, -2.007], [-0.823, -4.031, 4.197], [-1.191, 4.636, 0.076], [5.741, 0.131, 0.937], [2.226, 2.449, 0.432], [-5.248, -0.637, 2.014], [5.041, 2.797, 0.611], [-3.823, 0.167, -0.583], [1.602, -2.258, -0.164], [-0.432, 6.226, -0.209], [1.122, -1.018, 2.226], [-2.437, 1.040, 3.269], [-0.887, -5.086, -3.353], [-1.060, 1.307, 5.844], [3.276, -1.155, 1.075], [2.838, 0.696, -3.172], [-1.774, -0.489, -4.789], [-3.323, 1.702, 1.079], [-2.257, 0.148, -0.147], [0.061, 1.538, 0.514], [-0.655, 4.929, -2.326], [0.627, -3.533, 4.961], [-2.799, -0.937, -2.726], [1.817, -1.838, 3.595]], "charge": 2, "spin_multiplicity": 1, "gap_ev": 1.85, "e_lumo_ev": -11.6, "fmax_ev_per_a": 3.33, "total_energy_ha": -2023.74887}